No. 1
{"formula": "C2H14NO4S", "method": "ωB97M-V with the def2-TZVPD basis set", "symbols": ["C", "C", "S", "N", "H", "H", "H", "H", "H", "H", "H", "H", "O", "H", "H", "O", "H", "H", "O", "H", "H", "O"], "coordinates": [[-1.1090, 0.0136, 1.2011], [-1.1695, -1.2880, 0.4213], [0.3964, -2.2588, 0.5169], [-0.2742, 1.0415, 0.6102], [-0.6978, -0.2125, 2.1798], [-2.1240, 0.3425, 1.4040], [-1.5100, -1.2031, -0.6071], [-1.8149, -1.9631, 0.9907], [-0.8033, 1.6267, -0.0280], [0.4233, 0.6403, -0.0087], [3.0132, -0.1815, 0.5233], [2.9484, -1.4650, -0.2417], [3.3651, -0.5929, -0.2747], [0.5642, -1.2986, -1.7493], [1.2878, -0.0350, -2.2231], [0.4348, -0.4754, -2.2627], [-2.0388, 1.0864, -2.4544], [-2.7194, -0.1752, -2.2176], [-2.9170, 0.7699, -2.1976], [1.4106, 2.3812, 1.6234], [1.4203, 1.2090, 2.4160], [1.9139, 2.0379, 2.3781]], "forces_ev_per_angstrom": [[0.11, -0.65, -0.16], [0.50, -1.14, 1.14], [0.38, 0.25, -0.53], [0.09, 1.22, -0.62], [0.12, -0.29, 0.25], [-0.20, 0.61, -0.26], [-0.13, 0.28, -0.01], [-0.58, 0.27, -0.35], [-0.28, -0.07, 0.16], [0.05, -0.58, 0.24], [-0.06, 0.05, -0.03], [-0.35, 0.05, -0.04], [0.23, 0.04, 0.00], [0.00, 0.12, 0.43], [0.16, -0.12, 0.12], [-0.16, 0.05, -0.44], [-0.13, 0.30, 0.11], [-0.36, -0.11, 0.23], [0.59, -0.20, -0.31], [0.16, 0.30, 0.06], [0.17, -0.30, 0.41], [-0.33, -0.09, -0.40]], "mulliken_charge": [-0.48, -0.53, -0.67, -0.42, 0.18, 0.34, 0.03, 0.31, 0.23, 0.22, 0.33, 0.29, -0.67, 0.24, 0.31, -0.63, 0.31, 0.32, -0.66, 0.35, 0.32, -0.72], "gap_ev": 6.8, "homo_ev": -3.35, "charge": -1, "lumo_ev": 3.49}

=====

No. 2
{"formula": "C2H14O4S", "method": "ωB97M-V with the def2-TZVPD basis set", "symbols": ["C", "C", "S", "H", "H", "H", "H", "H", "H", "H", "H", "O", "H", "H", "O", "H", "H", "O", "H", "H", "O"], "coordinates": [[-2.2184, 0.7125, -2.2295], [-1.7960, 0.4269, -0.7392], [-2.6419, -1.2148, -0.1049], [-1.2897, 1.1345, -2.7073], [-2.7304, -0.2182, -2.5583], [-2.8720, 1.6833, -2.2360], [-2.0273, 1.1555, 0.0656], [-0.7080, 0.3979, -0.8815], [-3.8363, -0.6931, -0.5015], [-0.0918, -3.6011, 1.5367], [-1.2288, -2.7891, 2.0144], [-0.2325, -2.6435, 1.7676], [4.2510, 4.0616, 1.0057], [3.0281, 3.1826, 1.0714], [3.9696, 3.1167, 0.8292], [3.8381, 0.4681, -1.8240], [3.6073, 0.9150, -0.3949], [3.2063, 0.3015, -1.0390], [1.6528, 0.3283, 0.5113], [0.8158, -0.7860, 1.2509], [1.0503, 0.1454, 1.3344]], "forces_ev_per_angstrom": [[-0.68, 2.60, 1.68], [-0.14, -0.59, -0.19], [0.57, 1.84, -0.90], [-0.99, -1.31, -0.28], [0.64, 1.09, -0.71], [0.43, -2.12, -0.17], [0.04, -0.24, -0.94], [-0.27, -0.90, 1.22], [0.35, -0.42, 0.29], [0.59, 1.34, 0.08], [2.51, 1.23, -0.54], [-3.01, -2.49, 0.40], [-0.13, -1.68, -0.41], [0.36, -0.38, -0.12], [-0.29, 1.94, 0.50], [-1.71, -0.60, 1.66], [-0.23, -0.24, -0.04], [2.00, 1.00, -1.49], [-1.75, -0.74, 2.23], [-0.07, -0.15, 0.05], [1.76, 0.81, -2.33]], "mulliken_charge": [-0.85, -0.30, -0.26, 0.29, 0.32, 0.21, 0.36, 0.13, 0.12, 0.32, 0.31, -0.65, 0.32, 0.32, -0.63, 0.31, 0.33, -0.66, 0.33, 0.30, -0.63], "gap_ev": 9.5, "homo_ev": -8.98, "smiles": "CCS.O.O.O.O", "charge": 0, "lumo_ev": 0.54}

=====

No. 3
{"formula": "C2H14O5", "method": "ωB97M-V with the def2-TZVPD basis set", "symbols": ["C", "O", "C", "H", "H", "H", "H", "H", "H", "H", "H", "O", "H", "H", "O", "H", "H", "O", "H", "H", "O"], "coordinates": [[-3.1245, 2.2166, 1.3528], [-1.8850, 2.7145, 0.8579], [-3.1487, 0.7030, 1.4117], [-3.8799, 2.5857, 0.6033], [-3.3244, 2.6744, 2.3558], [-1.3277, 1.8852, 0.7101], [-3.0063, 0.2698, 0.4288], [-3.9793, 0.2342, 2.0314], [-2.2947, 0.3538, 2.1683], [-0.0083, -0.6028, -0.1228], [0.7414, -1.4331, 0.7967], [0.0093, -1.5482, 0.2058], [4.9088, -2.4488, -2.6818], [5.9111, -2.1758, -1.6982], [5.6405, -2.8758, -2.1566], [1.4472, 1.2217, 0.9379], [2.2301, 1.8059, -0.2306], [1.5640, 1.2235, 0.0180], [0.8378, -2.5249, -1.6799], [1.4360, -1.6717, -2.7422], [1.2525, -2.6073, -2.5663]], "forces_ev_per_angstrom": [[-1.19, 0.75, -0.29], [1.41, -2.17, -0.10], [1.17, -1.02, 3.36], [0.29, -0.33, 0.98], [0.07, -0.37, -0.82], [-0.85, 1.93, 0.19], [-0.14, -0.35, 0.03], [0.33, 0.85, -1.44], [-1.07, 0.72, -1.93], [-0.34, -1.48, 0.03], [0.81, -0.55, 0.77], [-0.35, 2.02, -0.98], [0.91, -1.16, 0.55], [2.23, 4.34, 3.34], [-3.16, -3.21, -3.87], [0.11, 0.38, 1.92], [1.77, 1.65, -0.37], [-1.98, -2.05, -1.45], [0.18, -0.36, -0.50], [0.04, -0.34, -0.26], [-0.26, 0.77, 0.84]], "mulliken_charge": [-0.02, -0.49, -1.10, 0.21, 0.24, 0.28, 0.33, 0.33, 0.26, 0.33, 0.32, -0.65, 0.32, 0.28, -0.60, 0.31, 0.28, -0.61, 0.37, 0.30, -0.65], "gap_ev": 10.4, "homo_ev": -10.38, "smiles": "CCO.O.O.O.O", "charge": 0, "lumo_ev": 0.00}

=====

No. 4
{"formula": "C2H15NO4", "method": "ωB97M-V with the def2-TZVPD basis set", "symbols": ["C", "C", "N", "H", "H", "H", "H", "H", "H", "H", "H", "H", "O", "H", "H", "O", "H", "H", "O", "H", "H", "O"], "coordinates": [[-2.1196, 1.1600, -0.7180], [-1.2787, -0.1205, -0.8300], [-2.2316, -1.2635, -0.4052], [-2.8833, 1.3283, -1.4353], [-2.5895, 1.3361, 0.3103], [-1.3020, 1.8861, -0.8660], [-1.0686, -0.4958, -1.8669], [-0.3982, -0.2658, -0.1214], [-2.3779, -1.3013, 0.6835], [-3.1777, -1.0497, -0.6596], [0.4438, -2.0536, 1.4988], [1.6420, -2.5061, 0.3902], [1.3063, -1.8669, 1.1500], [2.3909, -0.4549, 3.2030], [1.0671, 0.1383, 2.8493], [1.9658, 0.3973, 3.2327], [2.5454, 3.5984, 0.6218], [2.4524, 2.6026, -0.4847], [2.1934, 3.5696, -0.3332], [1.8462, -1.4308, -1.7568], [0.4219, -1.2958, -2.2434], [1.1519, -1.9122, -2.2192]], "forces_ev_per_angstrom": [[2.64, 0.92, 1.58], [-2.86, -3.05, 1.33], [0.49, -0.46, 2.80], [-0.55, -0.30, -0.93], [0.94, -0.52, -1.27], [-0.79, 0.83, 0.11], [0.14, 1.29, 0.73], [-0.87, 0.82, -1.17], [1.03, 0.24, -2.43], [-0.41, 0.33, -0.74], [-1.16, -0.88, -0.08], [-1.59, 1.41, 2.11], [2.72, -0.50, -1.97], [0.50, -0.60, -0.16], [1.50, 0.64, 0.50], [-1.96, 0.04, -0.41], [-0.96, 0.39, -1.90], [-0.77, 1.67, -0.21], [1.69, -2.13, 2.13], [0.14, 0.09, 0.19], [-0.23, 0.15, 0.11], [0.35, -0.40, -0.34]], "mulliken_charge": [-1.08, -0.74, -0.79, 0.35, 0.25, 0.34, -0.18, 0.66, 0.31, 0.27, 0.36, 0.26, -0.71, 0.40, 0.39, -1.09, 0.38, 0.40, -0.90, 0.43, 0.28, -0.60], "spin_multiplicity": 2, "gap_ev": [3.1, 9.5], "homo_ev": [0.53, -6.08], "s_squared": 0.751, "charge": -1, "lumo_ev": [3.67, 3.40]}

=====

No. 5
{"formula": "C2H15NO4", "method": "ωB97M-V with the def2-TZVPD basis set", "symbols": ["C", "C", "N", "H", "H", "H", "H", "H", "H", "H", "H", "H", "O", "H", "H", "O", "H", "H", "O", "H", "H", "O"], "coordinates": [[-2.7372, 3.1012, -2.3966], [-2.9155, 3.0598, -0.8830], [-2.2537, 1.8144, -0.3320], [-3.4533, 2.2948, -2.8261], [-2.7566, 4.0282, -2.9713], [-1.8114, 2.6307, -2.6606], [-2.1856, 3.8889, -0.6838], [-3.9988, 3.1183, -0.6860], [-2.5849, 1.5986, 0.5826], [-2.6321, 1.0020, -0.7248], [1.3966, -6.4332, -1.5748], [1.4403, -5.6834, -2.7837], [1.5105, -5.4949, -1.8137], [3.6679, -0.5747, 4.7601], [5.0649, -0.1508, 4.7206], [4.2272, 0.2282, 5.0361], [1.7119, 1.3761, -1.2669], [2.7147, 2.0185, -0.4762], [2.1696, 1.2596, -0.3996], [-1.2885, -2.2914, -0.0823], [-1.5889, -3.2230, 0.9345], [-0.9079, -2.6512, 0.6447]], "forces_ev_per_angstrom": [[-1.52, -3.21, -1.31], [1.98, 0.00, -0.88], [-0.19, 1.69, -0.14], [0.64, 1.63, 0.14], [-0.57, 0.10, 0.57], [1.01, -0.04, 0.13], [-1.50, -0.28, 1.37], [0.67, 0.65, 0.60], [0.06, 0.82, 1.42], [-0.58, -1.36, -1.92], [0.11, 0.51, 0.84], [0.19, 1.09, 0.81], [-0.30, -1.61, -1.67], [0.55, 1.99, 0.78], [0.16, 0.70, 0.28], [-0.71, -2.68, -1.07], [0.00, -0.72, 1.02], [1.26, 1.18, 0.56], [-1.25, -0.46, -1.56], [-1.38, 2.06, -3.69], [-0.87, -1.15, 0.88], [2.25, -0.91, 2.83]], "mulliken_charge": [-1.10, -0.12, -0.56, 0.24, 0.33, 0.32, 0.25, 0.26, 0.21, 0.18, 0.31, 0.32, -0.63, 0.33, 0.32, -0.65, 0.32, 0.30, -0.62, 0.29, 0.30, -0.59], "gap_ev": 10.5, "homo_ev": -9.72, "smiles": "CCN.O.O.O.O", "charge": 0, "lumo_ev": 0.79}

=====

These records have energy relative to the best compared isomer or geometry (same formula, charge and spin) values of 38.6 193.3 180.3 148.9 249.7 kJ/mol, in the order they appear.